{
  "formula": "C5H6GaO4",
  "method": "wB97M-V/def2-TZVPD",
  "species": ["O", "C", "C", "C", "O", "O", "C", "C", "H", "H", "H", "Ga", "H", "H", "O", "H"],
  "xyz": [[1.787, 0.453, -0.435], [0.907, -0.405, 0.063], [-0.014, -0.997, -0.838], [-2.584, 0.106, 0.969], [-0.778, -1.928, -0.461], [3.539, -0.597, 0.562], [-3.355, 0.789, 0.104], [3.113, 0.296, -0.106], [-2.515, 0.550, 1.974], [-3.473, 0.496, -0.947], [-3.921, 1.686, 0.389], [-2.099, -1.690, 0.580], [4.692, 1.263, -0.433], [0.057, -0.737, -1.904], [3.752, 1.292, -0.663], [0.891, -0.575, 1.143]],
  "atomic_forces_ev_per_a": [[-2.588, -1.304, -0.589], [0.531, 1.046, -0.289], [2.601, 1.726, -0.865], [-1.588, 1.590, 1.250], [0.519, -2.350, -1.192], [-1.028, 0.329, -0.452], [-0.019, -0.711, -0.950], [3.141, 0.124, 1.274], [0.056, -0.984, -0.041], [-0.382, -0.083, 0.430], [0.809, 0.042, 0.008], [-1.707, 1.129, 1.434], [0.219, -0.117, 0.039], [-0.158, -0.148, 0.266], [-0.710, 0.038, -0.112], [0.306, -0.327, -0.210]],
  "lumo_ev": [-11.98, -12.09],
  "multiplicity": 2,
  "mol_weight_g_mol": 199.822,
  "de_lowest_kj_mol": 71.0,
  "energy_ev": -65825.05718,
  "charge": 2
}